# C30H90IN4O20Zn

C30H90IN4O20Zn as an isolated structure at a distorted geometry (ωB97M-V/def2-TZVPD, the OMol25 dataset).

Output
- Charge: +1
- Calculated total energy: -4997.3483 a.u.
- E_LUMO: -0.115 hartree
- F_max: 4.1 eV Å⁻¹
- HOMO energy: -10.002 eV

```
146
Properties=species:S:1:pos:R:3:forces:R:3
I 2.97627 -0.44828 -2.70677 0.1 0.7 0.5
Zn 2.58678 2.36685 -1.79150 -0.1 -1.8 0.0
O 3.51565 2.82956 -3.80873 -1.4 0.2 -1.7
O 1.64788 -4.79137 -1.08338 0.9 -0.4 -0.6
O 1.67018 1.67081 -0.22536 -0.4 0.8 0.4
O -1.94307 -2.10721 -1.66077 0.6 0.8 -0.9
O -1.32631 -2.26166 1.04830 0.3 0.0 0.1
O -2.02826 1.09490 -4.70650 1.0 0.0 -2.4
O 0.48372 -6.31241 -5.39907 0.2 0.1 1.2
O 4.47841 2.51104 -1.02393 0.2 1.0 -0.2
O 4.90471 -1.65373 3.08331 -1.3 -0.1 -0.2
O 0.89855 -4.22599 2.45499 0.2 -1.2 -1.0
O -1.21735 2.25971 0.74800 0.2 -1.1 -0.7
O -3.83059 3.53146 3.67601 1.2 2.9 0.1
O -4.10614 -2.71013 1.85844 0.9 0.8 0.9
O 1.66766 -3.77041 -6.09946 0.2 -0.2 0.4
O 0.25579 -0.46328 -0.48275 -0.3 -2.5 0.1
O 0.86724 2.86841 -2.93117 0.6 0.2 -0.4
O 4.95251 0.78064 1.41162 -0.1 0.2 0.4
O 0.87061 0.58136 2.07515 0.4 -0.2 0.2
O -0.29257 -1.93226 6.23924 0.0 -1.3 -0.1
O 2.65182 4.51752 -1.32799 0.5 0.1 -0.5
N 1.17907 -0.59153 -5.65381 0.5 1.2 -0.6
N -1.71000 0.88544 -2.06950 0.3 -1.8 1.1
N -4.46073 6.43409 1.38679 -1.1 0.2 -0.7
N 2.10787 -2.35399 4.24705 -1.8 -0.6 0.9
C -0.28108 1.08075 2.68935 -0.7 0.8 -0.8
C 1.59838 -4.25833 -4.76540 -2.3 -0.4 0.0
C 1.80313 -4.28682 1.32999 0.3 0.5 1.6
C -2.79240 0.13340 -1.30947 0.8 3.0 0.1
C -3.12357 -2.00586 2.65463 2.0 -0.8 0.7
C -3.98646 4.28043 2.43998 -0.2 0.1 0.8
C -0.64238 1.00501 -5.21454 -1.1 -0.2 1.5
C 1.80515 -3.11135 5.50864 1.4 1.1 0.6
C 1.05173 -2.21808 6.61062 0.1 -0.7 -0.6
C -3.09889 1.20584 -5.68177 0.6 0.0 0.9
C -1.21333 -3.06132 6.31632 -0.4 1.5 -0.7
C -1.66432 -2.59767 2.39287 -1.6 1.0 -0.6
C 5.99853 -0.85157 2.90823 2.7 3.1 0.0
C -0.71452 2.47206 2.05977 -0.9 -0.4 1.0
C -5.31167 5.95087 3.71776 1.2 1.5 -1.2
C -4.15571 5.83357 2.68174 0.5 -1.8 0.4
C -3.12242 -1.27677 -1.72567 0.6 0.0 0.3
C 5.70677 0.69364 2.62997 0.1 -1.5 -0.4
C 3.19778 -3.65424 5.93465 -0.9 -0.3 0.7
C 3.76489 4.78235 -0.47177 -0.4 -0.3 1.5
C 4.91634 3.78590 -0.58189 -0.1 1.0 -0.4
C -0.21804 -0.31407 -5.84949 -1.5 -0.8 -0.3
C 0.30516 -5.14096 -4.63697 -0.6 1.6 -1.1
C -0.89253 -1.56991 -5.37066 -1.3 -0.7 1.2
C 1.22053 3.58474 -4.10949 0.7 0.0 -2.3
C -2.13842 -3.51434 -1.93031 -1.6 1.5 -0.7
C 2.45912 2.97010 -4.82264 0.3 0.7 0.5
C -4.22972 2.20618 3.73303 -0.1 0.3 -0.2
C 0.98517 -4.46846 0.09993 -1.6 1.4 -0.8
C -4.03012 1.13088 -1.33276 0.4 -1.6 0.2
H 0.11012 -5.11764 0.13081 0.4 -0.6 0.9
H 2.33870 2.16034 -5.54229 -0.7 -1.6 1.5
H 2.04974 -3.98855 -1.42336 0.2 0.0 -0.1
H 2.33160 -3.33398 1.36004 -0.1 0.5 -0.7
H -3.14274 -0.92375 2.52517 -0.1 0.0 -0.7
H -4.48210 7.44292 1.43049 -0.4 0.2 0.5
H -3.75785 6.31325 0.67163 0.3 -0.7 0.2
H 0.77843 0.33486 -0.37591 1.5 2.5 0.2
H -1.97133 -1.51213 -5.22593 -0.3 0.1 -0.9
H 6.64012 1.20122 2.38639 0.3 -0.3 0.4
H -3.79401 -1.70268 -0.98023 -0.6 0.2 -0.1
H 1.38111 -3.52734 -3.98660 0.8 0.7 -0.1
H 3.38471 -4.61957 5.46425 0.0 0.1 -0.1
H 0.50368 -3.50058 -0.03955 -0.2 0.3 0.0
H -0.99632 -3.92863 5.69280 0.4 0.3 -0.3
H -0.54448 -4.58433 -5.03241 0.2 0.3 -0.8
H 3.06616 -2.03790 4.20396 -0.1 0.3 0.1
H -1.75355 0.82619 -3.07682 -0.6 0.0 0.1
H -0.24358 -0.69327 0.30422 -0.3 -0.6 1.1
H -4.29253 1.40415 -2.35480 -0.2 -0.7 -0.3
H -1.82312 1.83944 -1.75776 0.2 0.0 -0.2
H 4.25780 2.73577 -4.41040 0.9 -0.4 0.9
H 1.30069 2.32385 0.40038 0.3 0.1 -1.1
H -1.47894 -3.47211 7.29039 0.6 0.5 0.5
H 0.39969 3.54811 -4.82573 -0.1 0.0 0.1
H 2.66284 -4.95012 1.42502 -0.4 -1.0 0.2
H -2.33188 0.08064 -0.32294 -0.6 0.1 0.5
H -3.14171 2.21974 -6.07961 -0.1 0.1 0.1
H 1.46066 -1.57887 4.26752 0.2 0.5 -0.6
H 2.50937 -4.82544 -4.57412 0.0 0.0 0.3
H -0.83784 -2.18200 2.96928 -0.5 0.2 0.5
H 5.15469 -2.58057 3.07505 0.1 -0.1 -0.1
H -6.20944 5.62380 3.19324 -0.2 -0.1 0.5
H -3.61305 -1.12182 -2.68659 0.1 -1.1 -0.6
H 2.02257 5.20079 -1.08554 -0.4 -0.2 -0.3
H 1.64468 0.26992 -5.90122 0.8 0.0 -0.7
H 5.34608 3.76637 0.41963 0.2 -0.3 -0.1
H 3.37432 4.66918 0.53954 0.0 0.2 0.2
H -0.12228 -5.28754 -3.64505 1.0 -0.6 0.7
H -2.89032 -3.53520 -2.71918 -0.3 -0.4 0.0
H -1.29264 -4.02403 -2.39181 0.4 0.4 0.9
H 4.41317 -0.01331 1.43016 -0.6 -0.1 -0.4
H 5.26128 1.23754 3.46292 -0.5 -0.2 0.0
H -2.08314 -2.52465 5.93750 -0.4 -0.7 0.0
H -2.58091 -3.92415 -1.02237 0.3 -0.8 -0.1
H 1.51852 -1.24680 6.77434 0.3 0.0 -0.4
H -3.96481 0.95562 -5.06884 -0.3 0.2 -0.4
H -0.08000 1.13357 -4.28971 0.2 -0.1 0.0
H -3.27343 -2.13213 3.72687 -0.5 -0.3 0.1
H -3.43187 1.59994 3.30408 -0.6 -0.6 -1.0
H 1.42103 4.64125 -3.93150 0.1 0.0 0.4
H -5.33618 7.02498 3.90157 -0.7 0.1 0.1
H -3.87445 2.13110 -0.92849 0.5 -0.3 0.7
H -1.53240 2.92523 2.61995 0.1 -0.2 0.6
H -0.38948 -0.38836 -1.18958 -0.8 0.6 -1.5
H 4.01242 -2.97758 5.67657 -0.1 0.1 0.1
H -4.83543 0.62621 -0.79902 -0.5 0.4 -0.2
H -1.67691 -3.67035 2.58600 0.0 -0.1 -0.3
H -0.13855 1.04606 3.76943 -0.1 0.8 0.1
H 0.97451 -2.65447 7.60647 0.6 -0.7 0.0
H 0.05072 3.24721 2.01904 0.7 -0.3 0.3
H -1.05624 0.34128 2.48834 -0.6 0.2 -0.1
H -0.37947 1.83887 -5.86542 -0.3 0.2 -0.3
H 6.70511 -0.89498 3.73706 -0.2 0.1 0.6
H -4.25317 1.81779 4.75121 -0.3 0.7 0.3
H -4.75349 -2.95727 2.52286 -0.4 -0.3 -0.4
H -3.24651 6.35949 2.97307 0.3 -0.7 1.1
H -4.90544 4.00922 1.92036 -0.3 -0.3 0.1
H -3.03740 0.53175 -6.53613 0.3 -0.3 0.2
H -0.59679 -2.42840 -5.97367 -0.3 0.2 -0.2
H 0.14903 3.35857 -2.52433 -0.2 -0.2 0.3
H 1.14766 -3.95379 5.29394 0.0 0.0 -0.1
H 4.84885 1.80471 -0.48964 0.0 -0.6 0.6
H 1.53065 -2.82035 -6.11369 0.1 0.4 0.2
H 2.89482 3.52490 -5.65358 -0.3 1.9 0.5
H -3.18384 4.03953 1.74295 0.4 0.0 0.0
H -5.11169 5.50072 4.69012 0.0 -0.4 -0.5
H 6.67629 -1.04830 2.07755 -0.5 -0.9 -0.6
H 1.25448 -3.55997 3.04773 0.5 0.5 0.4
H 4.10173 5.81207 -0.59146 0.2 -0.1 -0.2
H 1.13377 1.24176 1.43000 0.7 -0.6 -0.2
H -1.41741 3.06795 0.27015 0.1 0.2 0.5
H -5.23876 2.29643 3.33080 -0.1 -1.6 -0.4
H -0.67946 -1.88020 -4.34771 0.9 0.4 0.3
H 1.28080 -6.49336 -4.89556 0.6 -1.8 -0.8
H 5.62580 4.24244 -1.27206 0.3 -0.6 -0.2
H 1.33725 -0.54072 -4.65757 0.1 -0.6 0.6
H 3.22282 -3.81276 7.01277 0.1 -0.1 0.1
H -2.00387 -2.62511 0.47349 0.0 0.0 -0.3
H -0.49415 -0.23671 -6.90110 0.5 -0.1 -0.4
```
Positions in Å, forces in eV/Å.

Löwdin atomic charge list, values in e, 4 entries: 0.181, 0.505, -0.130, -0.055